The following is a quantum chemistry calculation of a cluster of 6 separate species, C36H80N4O6 in total in a non-equilibrium geometry, from OMol25.

The geometry in XYZ format:
```
126
Properties=species:S:1:pos:R:3:forces:R:3:lowdin_spin:R:1
H -14.5355 23.3341 11.5523 0.0 0.3 0.3 0.00
H -21.2558 25.6894 17.5359 0.1 -0.1 -0.7 0.00
H -17.8921 26.2590 16.0016 0.2 -0.6 -0.2 0.00
C -23.3956 21.5761 11.1065 1.2 -0.8 0.3 0.00
C -15.7535 17.2044 8.5125 -0.6 0.2 0.9 0.00
C -20.3326 24.2612 18.7865 -0.6 -1.1 1.1 0.00
O -13.9621 20.2521 13.9995 -0.3 -0.6 -0.6 0.00
H -16.4414 20.0947 8.2912 0.3 -0.4 -0.8 0.00
H -11.5070 20.1265 14.8106 0.1 0.1 -0.5 0.00
H -15.1145 20.4480 9.2837 0.0 0.5 0.2 0.00
C -15.4748 19.6888 8.5896 0.6 0.8 2.1 0.00
C -18.1662 18.1499 9.9867 -0.3 -0.5 -2.2 0.00
H -14.6421 19.6454 7.8876 -0.6 -0.3 -0.5 0.00
H -19.7060 20.8471 16.8654 0.1 0.2 -0.9 0.00
H -16.8748 19.2349 12.1193 0.1 0.3 0.4 0.00
C -18.1847 16.7683 9.1521 2.4 2.3 0.0 0.00
C -19.4301 23.0436 8.7475 -0.1 -1.1 -0.3 0.00
C -17.1703 16.8551 7.9826 -0.6 -0.2 1.1 0.00
H -22.5375 25.6466 10.1487 0.1 -0.1 0.3 0.00
H -19.1849 16.6212 8.7445 0.0 -0.1 0.4 0.00
H -13.4271 17.9329 9.6906 -0.1 0.2 -0.2 0.00
C -18.9757 17.7305 11.1665 0.6 1.9 2.1 0.00
H -23.1502 21.1838 12.0934 0.3 -0.2 0.0 0.00
H -17.8799 20.8060 16.5853 -0.3 -0.2 -0.1 0.00
H -13.6973 19.6195 16.4732 -0.5 0.2 -0.2 0.00
H -23.8416 22.9996 9.1339 0.2 0.2 -0.4 0.00
C -13.5109 22.5511 13.3844 -0.6 0.9 -0.4 0.00
H -12.3706 25.0368 15.6693 0.0 -0.1 0.1 0.00
H -18.8244 23.9713 10.9862 -0.2 -0.2 0.5 0.00
H -19.4522 25.4693 10.4789 0.0 0.2 -0.4 0.00
C -21.4154 24.4770 8.7151 -0.2 1.1 0.1 0.00
H -14.5771 21.1798 16.9659 -0.4 -0.6 0.1 0.00
H -18.4458 16.9290 11.6812 -0.5 -0.4 -0.1 0.00
H -18.4332 19.4137 8.1581 0.0 -0.5 -0.1 0.00
C -14.2861 18.1548 10.3239 -1.4 0.4 -0.2 0.00
H -17.8460 15.9857 9.8310 -0.4 -0.2 0.0 0.00
H -17.2669 23.7881 18.8019 0.3 0.0 0.0 0.00
H -14.4278 17.3016 10.9872 -0.3 -0.2 -0.2 0.00
H -23.3347 25.5005 8.6420 0.0 -0.2 -0.2 0.00
H -14.0522 18.9813 10.9950 0.0 0.3 -0.2 0.00
C -22.8207 23.5811 12.2949 0.1 0.3 -0.1 0.00
O -20.5757 21.8176 11.3286 -0.3 0.9 -1.1 0.00
H -17.7337 21.2843 13.7685 0.7 -1.2 0.0 0.00
H -21.6934 24.0646 7.7451 0.4 -1.0 0.2 0.00
H -17.6330 17.5771 7.3097 0.6 0.0 -0.4 0.00
H -11.3222 22.4321 13.0024 -0.1 0.0 0.3 0.00
H -14.3187 24.2511 14.5002 -0.4 -0.2 0.0 0.00
H -20.4231 24.6436 11.6139 0.1 -0.4 0.1 0.00
H -15.7272 20.2658 13.9929 0.8 -0.1 -0.2 0.00
H -12.0740 22.8729 17.1393 0.4 0.1 -0.2 0.00
H -11.3603 23.8797 14.8426 0.2 0.0 0.0 0.00
H -18.9927 20.2278 9.5361 0.2 -0.2 0.7 0.00
H -21.0818 25.2691 14.9531 -0.1 0.6 0.9 0.00
C -13.6358 20.6674 16.7668 0.4 0.6 -0.3 0.00
H -18.8799 18.5783 11.8448 -0.4 0.1 0.6 0.00
H -17.2634 15.8477 7.5772 0.7 0.2 -0.7 0.00
H -11.0511 20.4691 16.3633 -0.1 0.7 0.4 0.00
N -21.2872 22.6867 10.4289 -0.7 -1.4 -1.7 0.00
H -19.1823 22.7914 19.7331 0.4 0.2 -0.1 0.00
H -19.9315 18.9038 8.9870 0.0 -0.1 -0.3 0.00
H -19.7302 24.9286 19.4028 -0.2 0.3 -0.2 0.00
O -16.5169 20.3121 14.5319 -1.4 0.0 0.2 0.00
C -13.3502 23.9736 14.0842 -0.8 -0.7 0.2 0.00
C -22.6522 22.9268 10.8887 -1.2 -0.6 2.0 0.00
H -19.2365 26.8964 16.7694 -0.3 -0.1 0.4 0.01
H -10.8858 21.7771 15.0903 0.4 -0.4 0.2 0.00
H -14.9859 17.4425 7.7761 -0.4 -0.2 -0.5 0.00
C -18.6170 22.5674 17.6763 -0.9 -0.5 1.2 0.04
H -18.3214 21.6401 12.4195 0.1 -0.1 -0.5 0.00
H -13.6369 23.4053 16.6834 -0.6 -0.6 0.2 0.00
C -19.7695 24.4651 10.7601 0.3 1.1 -1.2 0.00
H -15.7067 22.7102 12.7559 0.1 0.1 0.2 0.00
C -19.5038 24.8197 16.4687 -0.6 1.0 -0.4 0.04
H -18.0445 25.9562 17.7157 -0.3 -0.1 0.1 0.00
C -12.7269 22.9687 16.2718 -1.0 0.2 -0.3 0.00
H -20.0543 17.6255 11.0498 0.3 -0.5 -0.4 0.00
C -23.5060 23.6842 9.9128 0.9 2.0 -1.4 0.00
H -20.1227 22.4063 11.9366 0.0 0.3 0.5 0.00
H -17.1057 22.0657 19.1833 -0.8 0.0 0.1 0.00
H -14.7035 21.6526 11.7547 -0.1 -0.3 0.2 0.00
C -15.6320 18.4409 9.4837 0.7 0.0 0.0 0.00
O -16.8216 19.7101 11.2869 0.3 0.0 -0.7 0.00
C -22.7192 24.9359 9.3424 -0.6 -1.0 0.6 0.00
H -12.2815 21.2373 12.1572 -0.1 0.0 -0.3 0.00
C -12.9333 21.5305 15.7009 0.8 0.1 0.6 0.00
H -12.3241 22.9767 11.7082 0.1 -0.3 -0.3 0.00
H -13.1257 19.8748 13.7171 0.5 -0.1 -0.3 0.00
O -18.4535 21.7645 13.3593 -0.8 1.1 0.5 0.00
H -13.1265 24.7911 13.3988 0.1 -0.4 -0.5 0.00
C -12.3636 24.0354 15.2390 0.8 -0.9 -0.4 0.00
H -20.3736 22.0352 18.9799 -0.6 0.1 -1.1 0.00
H -18.8455 23.8615 8.3262 0.5 -0.3 0.3 0.00
C -19.7045 22.8721 18.7797 1.1 -0.2 0.4 0.00
H -24.4856 21.5751 11.1165 0.0 0.6 -0.5 0.00
C -11.4920 20.9697 15.5012 -0.7 -0.2 -0.9 0.00
C -12.2896 22.2615 12.5300 0.6 0.2 0.1 0.00
C -18.6078 26.0061 16.7839 0.8 0.7 0.1 0.04
C -17.2849 22.7824 18.3819 1.3 0.4 -0.1 0.04
H -18.7305 20.4309 18.1121 0.7 0.3 0.3 0.00
C -18.8984 19.2227 9.1251 -0.1 0.0 0.3 0.00
H -19.8267 22.4827 7.9012 -0.4 0.2 0.0 0.00
H -18.1158 22.7931 14.9740 -0.2 -0.6 -1.9 0.02
H -22.2820 23.0415 13.0739 0.2 -0.1 -0.1 0.00
H -15.3258 16.3575 9.0490 -0.4 -0.4 0.1 0.00
O -17.6523 23.3315 15.6197 -1.6 1.2 1.7 0.09
H -19.4981 25.7716 14.4745 0.4 -0.8 -0.3 0.00
C -14.7149 22.5834 12.3219 1.0 -0.5 0.9 0.00
C -20.7197 24.7451 17.4405 1.5 -1.2 -0.6 0.00
H -13.0516 20.6577 17.6870 0.1 0.3 0.0 0.00
H -16.3929 22.6045 17.7812 -0.2 0.4 -0.5 0.00
C -18.7086 21.0812 17.2376 -0.6 0.6 -0.1 0.02
H -16.4141 21.1170 15.0396 0.7 0.2 0.3 0.00
H -22.9853 20.8730 10.3817 -0.4 -0.2 -0.1 0.00
C -20.4724 23.6577 9.6147 -1.5 0.2 2.4 0.00
H -24.4165 24.0844 10.3588 0.0 -0.3 0.4 0.00
H -20.1583 23.9844 14.6857 0.8 0.1 -1.2 0.00
H -22.5806 24.6416 12.3709 0.1 0.1 -0.2 0.00
N -16.7856 18.5976 10.4108 -0.7 -3.0 -0.9 0.00
H -18.9126 22.2726 9.3183 0.7 0.5 0.0 0.00
N -13.7934 21.5392 14.4585 0.5 2.0 1.3 0.00
H -23.8783 23.4717 12.5348 0.0 0.1 0.1 0.00
C -20.0277 25.0063 15.0419 -0.9 -0.8 -0.1 0.02
H -21.3210 23.9155 17.0687 -0.7 0.4 -0.4 0.00
N -18.7016 23.5411 16.5137 0.9 -0.8 1.2 0.67
H -20.8335 25.3497 8.4186 0.1 0.2 0.1 0.00
H -21.3004 24.0716 19.2507 0.1 0.5 0.7 0.00
```
Forces are in eV/Å.

Computed properties:
<S²>: 0.755
LUMO level (spin up / spin down) (eV): -1.92 / -5.96
Net charge: +1
Molecular weight (g mol⁻¹): 665.06
Spin multiplicity: 2
HOMO-LUMO gap (spin up / spin down) (Eh): 0.2879 / 0.1393
Largest force on an atom (eV/A): 3.337